{
  "formula": "C4H37NO15",
  "method": "wB97M-V/def2-TZVPD",
  "symbols": ["C", "C", "N", "C", "C", "O", "H", "H", "H", "H", "H", "H", "H", "H", "H", "H", "H", "O", "H", "H", "O", "H", "H", "O", "H", "H", "O", "H", "H", "O", "H", "H", "O", "H", "H", "O", "H", "H", "O", "H", "H", "O", "H", "H", "O", "H", "H", "O", "H", "H", "O", "H", "H", "O", "H", "H", "O"],
  "coordinates": [[-1.840, -2.561, -1.826], [-0.790, -1.752, -1.214], [0.143, -1.094, -2.071], [0.624, -1.757, -3.399], [1.062, -3.164, -3.079], [-0.515, -1.662, -0.035], [-1.600, -3.632, -1.808], [-2.805, -2.794, -1.276], [-2.065, -2.002, -2.750], [1.011, -0.752, -1.658], [1.372, -1.006, -3.752], [-0.150, -1.575, -4.136], [2.149, -3.227, -3.500], [0.556, -3.981, -3.630], [1.275, -3.418, -2.055], [-0.221, 3.887, -0.726], [-1.060, 5.106, 0.125], [-0.263, 4.638, -0.119], [4.260, -0.265, 0.402], [4.765, 0.964, 0.999], [4.944, 0.414, 0.230], [0.266, -2.098, 3.151], [-1.144, -2.492, 2.662], [-0.234, -2.795, 2.699], [1.799, -0.459, 4.670], [0.482, 0.399, 4.620], [1.060, -0.187, 4.122], [-1.090, 1.500, -3.374], [-1.833, 2.548, -2.602], [-1.666, 2.259, -3.507], [1.459, 2.372, 2.032], [0.232, 2.587, 1.273], [0.581, 1.969, 1.934], [3.967, 3.388, -0.355], [3.743, 1.905, -0.899], [3.378, 2.633, -0.388], [1.562, -4.709, 0.383], [1.039, -3.538, 1.356], [1.656, -3.790, 0.652], [1.208, 1.879, -1.399], [-0.110, 1.653, -0.636], [0.339, 2.272, -1.222], [-3.746, 0.362, 2.806], [-4.357, 0.623, 1.388], [-3.670, 0.941, 2.033], [-3.527, -1.002, -0.574], [-3.565, 0.580, -0.941], [-3.941, -0.141, -0.425], [-2.759, 1.773, 0.153], [-4.004, 2.623, -0.204], [-3.042, 2.574, -0.371], [-0.956, 1.834, 3.572], [-0.518, 2.993, 4.150], [-1.096, 2.275, 4.448], [2.621, -1.812, 1.406], [2.143, -0.389, 1.539], [2.873, -0.896, 1.126]],
  "forces_ev_per_angstrom": [[-2.33, -0.44, -0.19], [3.94, 1.03, 1.12], [-0.43, -0.79, -2.32], [-1.22, 2.34, 2.05], [3.31, -0.87, -2.87], [-1.35, 0.00, 0.70], [0.95, 0.32, -1.20], [0.92, 1.49, 0.03], [-0.19, -1.35, -0.18], [-0.93, -0.37, 0.91], [0.08, -1.12, 0.42], [-0.39, -0.84, -0.12], [-1.63, -0.15, 0.46], [-0.12, 0.58, 0.55], [-0.68, 0.26, 0.64], [-0.92, 0.23, -0.10], [-0.47, -0.77, -0.75], [1.47, 0.62, 1.05], [0.33, 0.00, -0.29], [0.29, 0.36, -0.08], [-0.10, -0.25, 0.07], [-0.32, 0.11, 0.01], [0.09, 0.16, -0.20], [0.50, -0.20, 0.33], [-0.09, 0.19, 0.31], [0.09, 0.14, 0.21], [0.00, -0.44, -0.58], [0.15, 0.01, -0.04], [-0.06, 0.17, 0.00], [-0.18, -0.20, 0.05], [-0.04, -0.45, 0.21], [-0.32, 0.03, -0.03], [0.32, 0.66, -0.28], [0.28, -0.23, -0.39], [0.82, 0.13, 0.25], [-1.16, 0.19, 0.27], [-0.28, 0.14, 0.52], [-0.54, -0.49, -0.17], [0.64, 0.40, -0.31], [-0.20, 0.42, 0.26], [0.16, -0.19, -0.06], [-0.01, -0.48, -0.17], [-0.01, 0.30, -0.32], [1.13, 0.09, 0.87], [-0.95, -0.36, -0.24], [0.24, 0.65, -0.27], [0.29, -0.50, -0.48], [-0.76, -0.31, 0.19], [-0.44, 1.42, -0.21], [0.75, 0.11, -0.01], [-0.12, -1.33, 0.44], [-0.75, -0.41, 0.79], [-0.07, 0.61, 0.94], [0.95, -0.35, -1.82], [0.56, 0.74, -0.77], [0.47, 0.08, -0.40], [-1.64, -1.11, 1.21]],
  "nbo_charge": [-0.7631, 0.6658, -0.6640, -0.2356, -0.6774, -0.5947, 0.2738, 0.2405, 0.2449, 0.3945, 0.2098, 0.2059, 0.2230, 0.2243, 0.2483, 0.5133, 0.4885, -1.0186, 0.4963, 0.4619, -0.9790, 0.4958, 0.4849, -0.9722, 0.4786, 0.5006, -0.9781, 0.4661, 0.4801, -0.9459, 0.4826, 0.4899, -0.9729, 0.4821, 0.4968, -0.9823, 0.4769, 0.5106, -0.9942, 0.4983, 0.4810, -0.9598, 0.4760, 0.4936, -0.9742, 0.4902, 0.4925, -0.9855, 0.4918, 0.4804, -0.9657, 0.4834, 0.4687, -0.9521, 0.5015, 0.5009, -0.9789],
  "e_above_lowest_ev": 4.827,
  "lumo_ev": 0.09,
  "molar_mass_g_mol": 339.33,
  "spin_multiplicity": 1,
  "homo_lumo_gap_ev": 9.8182
}